The following is a quantum chemistry calculation of one molecule with the formula C5H12NO2 in a non-equilibrium geometry, from the OMol25 dataset.

Energy relative to the best compared isomer or geometry (same formula, charge and spin), kcal/mol: 47.5

ORCA input file:
```
! wB97M-V def2-TZVPD RIJCOSX def2/J DEFGRID3
* xyz 0 2
C 0.829 -2.436 0.874
N 0.706 -1.440 -0.165
C 0.049 -0.199 0.319
C 0.647 0.928 -0.510
C -0.141 2.247 -0.425
O 0.298 3.189 -1.385
C -1.533 -0.331 0.194
O -2.005 -1.325 -0.557
H 0.268 -2.120 1.768
H 0.435 -3.402 0.610
H 1.862 -2.546 1.164
H 0.032 -1.843 -0.788
H 0.316 -0.149 1.371
H 1.617 1.112 -0.119
H 0.730 0.643 -1.555
H -1.166 2.018 -0.637
H -0.120 2.617 0.610
H 1.060 2.842 -1.855
H -1.961 -0.420 1.190
H -1.924 0.614 -0.105
*
```

---

The following is a quantum chemistry calculation of C29H43AsGeIrN9O7S2Si3 as an isolated structure in a non-equilibrium geometry, from the OMol25 dataset.

Energy relative to the best compared isomer or geometry (same formula, charge and spin), kcal/mol: 86.6

ORCA input file:
```
! wB97M-V def2-TZVPD RIJCOSX def2/J DEFGRID3
* xyz -1 2
Ir 0.411 -0.166 1.038
N 3.451 1.336 2.151
C 2.353 1.446 2.973
N 2.368 2.059 4.139
N 1.104 1.947 4.595
N 0.375 1.299 3.756
N 1.145 0.964 2.696
C 3.371 0.832 0.884
N 4.205 1.157 -0.094
N 3.812 0.420 -1.137
N 2.802 -0.303 -0.813
N 2.496 -0.094 0.479
H 4.194 1.994 2.322
O -2.524 1.957 1.642
As -2.750 1.476 -0.032
O -3.116 2.820 -0.864
O -1.437 0.595 -0.648
C -4.289 0.302 0.040
C -5.522 0.860 -0.266
C -6.670 0.086 -0.194
C -6.590 -1.251 0.175
C -5.362 -1.818 0.474
C -4.217 -1.038 0.402
S -2.672 -1.771 0.890
O -3.003 -2.996 1.565
O -1.946 -0.786 1.697
O -1.948 -2.053 -0.387
H -2.267 1.192 2.180
H -5.556 1.905 -0.552
H -7.634 0.525 -0.417
H -7.490 -1.848 0.244
H -5.270 -2.848 0.790
O 1.043 2.028 -0.454
S 0.154 2.944 0.328
C -0.232 4.297 -0.807
C 0.208 4.216 -2.112
C -0.081 5.252 -2.991
C -0.808 6.348 -2.556
C -1.267 6.405 -1.244
C -0.985 5.375 -0.366
C 1.286 3.975 1.290
C 0.848 4.538 2.478
C 1.717 5.337 3.206
C 3.010 5.550 2.751
C 3.442 4.960 1.568
C 2.577 4.170 0.829
H 0.770 3.345 -2.425
H 0.262 5.199 -4.017
H -1.025 7.160 -3.239
H -1.850 7.254 -0.910
H -1.354 5.400 0.652
H -0.152 4.330 2.841
H 1.390 5.772 4.141
H 3.689 6.162 3.331
H 4.457 5.109 1.222
H 2.894 3.692 -0.092
C -0.852 -5.202 -1.969
Si -1.398 -3.434 -2.365
C -3.275 -3.524 -2.221
C -1.047 -2.967 -4.172
Ge -0.276 -1.087 -1.255
Si 2.483 -2.448 -1.838
C 2.308 -4.210 -2.618
C 2.781 -1.413 -3.398
C 3.931 -2.920 -0.700
Si 0.760 -2.209 2.191
C 2.541 -2.415 2.827
C 0.394 -3.788 1.187
C -0.271 -2.329 3.780
H -0.715 -5.747 -2.906
H -1.634 -5.689 -1.386
H 0.068 -5.270 -1.404
H -3.666 -4.354 -2.816
H -3.755 -2.600 -2.550
H -3.553 -3.685 -1.178
H -1.584 -3.640 -4.850
H 0.015 -3.011 -4.413
H -1.385 -1.947 -4.361
H 1.444 -4.351 -3.258
H 2.301 -4.988 -1.856
H 3.203 -4.366 -3.231
H 3.073 -2.035 -4.246
H 3.548 -0.662 -3.217
H 1.864 -0.876 -3.667
H 3.579 -3.593 0.086
H 4.412 -2.069 -0.221
H 4.686 -3.453 -1.283
H 3.284 -2.329 2.032
H 2.656 -3.393 3.302
H 2.765 -1.645 3.570
H 0.853 -3.742 0.194
H -0.684 -3.896 1.051
H 0.767 -4.677 1.701
H -0.219 -1.393 4.340
H 0.101 -3.133 4.421
H -1.319 -2.523 3.548
*
```

---

The following is a quantum chemistry calculation of a 2-piece molecular cluster, C11H11N overall in a non-equilibrium geometry, from the OMol25 dataset.

Energy relative to the best compared isomer or geometry (same formula, charge and spin), kcal/mol: 88.9
SMILES: c1ccccc1.c1ccncc1

ORCA input file:
```
! wB97M-V def2-TZVPD RIJCOSX def2/J DEFGRID3
* xyz 0 1
C -1.064 1.677 -2.643
C -0.051 0.795 -2.855
C 0.690 0.200 -1.823
C 0.534 0.701 -0.551
C -0.590 1.562 -0.363
C -1.409 2.004 -1.330
C 0.299 -1.035 3.206
C 1.262 -1.788 2.485
C 1.173 -1.850 1.088
C 0.110 -1.202 0.454
C -0.907 -0.677 1.294
H -1.525 2.087 -3.547
H 0.274 0.576 -3.910
H 1.452 -0.576 -2.121
H 1.054 0.403 0.380
H -0.833 1.968 0.653
H -2.200 2.702 -1.160
H 0.582 -1.070 4.309
H 2.061 -2.322 3.163
H 1.966 -2.155 0.343
H -0.172 -1.188 -0.620
H -1.868 -0.192 0.858
N -0.835 -0.622 2.693
*
```

---

The following is a quantum chemistry calculation of a 2-piece molecular cluster, C4H11N2O overall, from the OMol25 dataset.

Energy relative to the best compared isomer or geometry (same formula, charge and spin), kcal/mol: 24.5

ORCA input file:
```
! wB97M-V def2-TZVPD RIJCOSX def2/J DEFGRID3
* xyz -1 1
C -0.792 -1.328 0.800
O -0.867 -1.695 -0.483
C -1.479 -2.335 1.766
H -1.265 -0.324 1.018
H 0.254 -1.216 1.229
H -1.484 -1.997 2.810
H -0.971 -3.294 1.647
H -2.513 -2.431 1.422
C 0.447 0.390 -1.844
N 1.035 1.000 -0.675
C 1.294 2.323 -0.606
N 1.664 2.916 0.472
H -0.639 0.325 -1.838
H 0.747 0.953 -2.737
H 0.790 -0.635 -1.938
H 0.831 0.589 0.230
H 1.161 2.851 -1.556
H 1.787 3.906 0.284
*
```

---

The following is a quantum chemistry calculation of C36H51N3O8P2Sr as an isolated structure in a non-equilibrium geometry, from the OMol25 dataset.

Energy relative to the best compared isomer or geometry (same formula, charge and spin), kcal/mol: 14.6

ORCA input file:
```
! wB97M-V def2-TZVPD RIJCOSX def2/J DEFGRID3
* xyz 0 1
Sr -1.240 0.797 0.177
C 0.224 2.912 3.524
C 1.147 3.427 2.455
C 2.474 3.718 2.753
C 3.318 4.273 1.802
C 2.814 4.574 0.545
C 1.492 4.293 0.216
C 0.967 4.631 -1.151
C 0.660 3.676 1.165
N -0.639 3.233 0.810
C -1.562 4.197 0.691
O -1.425 5.407 0.899
C -2.949 3.713 0.291
C -3.980 4.632 0.171
C -5.237 4.176 -0.194
C -5.432 2.824 -0.426
C -4.354 1.965 -0.280
N -3.140 2.410 0.064
C -4.541 0.482 -0.564
O -5.641 0.119 -0.991
N -3.472 -0.281 -0.301
C -3.608 -1.643 -0.665
C -3.880 -2.611 0.312
C -4.166 -2.186 1.724
C -3.929 -3.950 -0.055
C -3.749 -4.339 -1.375
C -3.527 -3.373 -2.343
C -3.455 -2.025 -2.002
C -3.255 -0.977 -3.063
H 0.758 2.788 4.467
H -0.210 1.950 3.253
H -0.600 3.610 3.685
H 2.841 3.527 3.757
H 4.347 4.506 2.050
H 3.453 5.045 -0.196
H 1.781 4.851 -1.846
H 0.312 5.501 -1.094
H 0.362 3.814 -1.555
H -3.762 5.671 0.367
H -6.060 4.873 -0.300
H -6.383 2.406 -0.720
H -3.309 -1.666 2.153
H -4.401 -3.050 2.348
H -5.014 -1.499 1.753
H -4.145 -4.696 0.703
H -3.816 -5.385 -1.651
H -3.425 -3.661 -3.385
H -3.022 -1.430 -4.028
H -2.446 -0.284 -2.801
H -4.156 -0.371 -3.173
C 3.845 1.295 -2.156
C 2.475 1.897 -1.941
C 1.493 1.554 -3.044
O 1.910 1.548 -0.649
P 1.854 0.238 0.209
O 1.060 0.475 1.429
C 1.028 -0.990 -0.853
P 0.114 -2.233 0.116
O -0.957 -1.627 0.932
O -0.479 -3.284 -0.870
C -0.004 -3.999 -2.045
C -0.032 -3.097 -3.264
C 1.348 -4.671 -1.816
O 1.305 -2.876 0.916
C 1.124 -3.571 2.197
C 0.889 -2.561 3.300
C 0.034 -4.619 2.088
O 3.295 -0.343 0.412
C 4.258 0.362 1.280
C 3.959 0.076 2.735
C 5.620 -0.137 0.855
H 4.239 1.660 -3.105
H 3.812 0.205 -2.196
H 4.529 1.601 -1.366
H 2.566 2.980 -1.864
H 1.500 0.489 -3.282
H 1.762 2.098 -3.950
H 0.482 1.863 -2.770
H 1.786 -1.494 -1.458
H 0.367 -0.493 -1.564
H -0.784 -4.750 -2.155
H 0.807 -2.399 -3.277
H -0.967 -2.545 -3.301
H 0.044 -3.712 -4.162
H 1.893 -4.742 -2.757
H 1.233 -5.677 -1.415
H 1.962 -4.107 -1.114
H 2.091 -4.053 2.332
H -0.117 -2.146 3.241
H 1.603 -1.740 3.230
H 1.014 -3.054 4.265
H -0.940 -4.155 1.919
H -0.014 -5.180 3.022
H 0.237 -5.319 1.277
H 4.145 1.430 1.077
H 4.035 -0.996 2.930
H 2.968 0.430 3.015
H 4.697 0.593 3.349
H 5.682 -1.216 1.002
H 6.387 0.339 1.465
H 5.822 0.082 -0.192
*
```

---

The following is a quantum chemistry calculation of C27H23Cl3N2O5Os as an isolated structure in a non-equilibrium geometry, from the OMol25 dataset.

Energy relative to the best compared isomer or geometry (same formula, charge and spin), kcal/mol: 21.3

ORCA input file:
```
! wB97M-V def2-TZVPD RIJCOSX def2/J DEFGRID3
* xyz 2 1
Os 1.811 -0.306 -1.231
C 5.090 -0.525 0.401
O 3.786 0.092 0.431
C 3.166 0.184 1.634
C 3.768 -0.100 2.854
C 3.056 0.113 4.020
C 1.747 0.601 3.992
C 1.148 0.876 2.788
C 1.847 0.650 1.596
N 1.262 0.854 0.337
N 0.221 1.581 0.352
C -0.496 1.922 -0.745
C -0.074 1.713 -2.115
O 0.970 1.016 -2.407
C -0.796 2.308 -3.181
C -1.942 2.978 -2.924
C -2.443 3.153 -1.592
C -3.638 3.832 -1.367
C -4.104 4.017 -0.078
C -3.373 3.531 1.009
C -2.191 2.857 0.811
C -1.702 2.645 -0.494
H 5.794 0.080 0.970
H 5.389 -0.545 -0.640
H 5.033 -1.539 0.795
H 4.784 -0.460 2.901
H 3.529 -0.098 4.969
H 1.206 0.751 4.915
H 0.130 1.231 2.739
H -0.420 2.166 -4.184
H -2.515 3.396 -3.743
H -4.200 4.217 -2.209
H -5.032 4.546 0.087
H -3.739 3.687 2.015
H -1.632 2.487 1.657
Cl 3.976 -0.109 -2.866
C 3.264 -1.238 -4.037
Cl 1.756 -1.906 -3.351
H 3.968 -2.046 -4.196
H 3.023 -0.691 -4.941
C -2.167 -4.052 -0.717
C -2.333 -2.699 -0.082
C -3.266 -1.792 -0.588
C -3.466 -0.562 0.014
Cl -4.591 0.562 -0.675
C -2.796 -0.219 1.179
C -1.860 -1.102 1.682
C -1.602 -2.298 1.028
O -0.580 -3.069 1.581
C 0.501 -3.438 0.765
C 1.089 -2.288 -0.001
O 2.321 -2.112 -0.277
O 0.346 -1.359 -0.485
H -3.072 -4.326 -1.256
H -1.983 -4.819 0.036
H -1.348 -4.078 -1.440
H -3.851 -2.058 -1.459
H -3.010 0.717 1.675
H -1.305 -0.878 2.584
H 0.268 -4.225 0.036
H 1.279 -3.828 1.421
*
```

---

The following is a quantum chemistry calculation of a 2-piece molecular cluster, C5H14 overall in a non-equilibrium geometry, from the OMol25 dataset.

Energy relative to the best compared isomer or geometry (same formula, charge and spin), kcal/mol: 16.7
SMILES: CCC.CC

ORCA input file:
```
! wB97M-V def2-TZVPD RIJCOSX def2/J DEFGRID3
* xyz 0 1
C -0.301 -1.536 0.633
C -0.550 -0.699 1.870
C 1.158 -1.680 0.144
H -0.649 -2.544 0.855
H -0.935 -1.131 -0.159
H 0.345 -0.371 2.407
H 1.530 -0.716 -0.174
H 1.675 -2.312 0.866
H 1.267 -2.465 -0.625
H -1.248 0.112 1.674
H -0.936 -1.229 2.756
C -0.488 1.864 -1.991
C 0.142 1.945 -0.622
H -0.589 2.873 -2.403
H 0.057 1.283 -2.734
H -1.471 1.384 -1.942
H 0.078 1.003 -0.072
H -0.308 2.702 0.018
H 1.210 2.144 -0.757
*
```

---

The following is a quantum chemistry calculation of C40H54B2N13O3RbS as an isolated structure, from the OMol25 dataset.

E_tot, eV: -80723.124

ORCA input file:
```
! wB97M-V def2-TZVPD RIJCOSX def2/J DEFGRID3
* xyz -2 1
Rb -0.287 -0.054 -0.641
C -2.225 -0.123 4.009
C -1.010 -0.983 3.982
C -0.178 -1.322 5.059
C 0.805 -2.111 4.500
C 1.990 -2.722 5.166
N 0.552 -2.215 3.180
N -0.551 -1.512 2.857
B 1.429 -2.976 2.169
N 2.477 -2.046 1.509
N 2.108 -0.926 0.867
C 3.205 -0.369 0.382
C 3.127 0.883 -0.426
C 4.328 -1.135 0.726
C 3.814 -2.203 1.435
C 4.540 -3.362 2.026
N 0.587 -3.715 1.112
N -0.129 -3.071 0.170
C -0.740 -3.992 -0.553
C -1.652 -3.615 -1.671
C -0.423 -5.274 -0.077
C 0.430 -5.050 0.982
C 1.090 -6.057 1.863
H -2.664 -0.106 5.010
H -2.969 -0.483 3.305
H -1.978 0.896 3.730
H -0.273 -1.031 6.093
H 1.915 -2.571 6.243
H 2.917 -2.263 4.821
H 2.061 -3.790 4.968
H 2.036 -3.802 2.788
H 2.277 1.487 -0.105
H 3.017 0.651 -1.488
H 4.034 1.479 -0.307
H 5.357 -0.955 0.481
H 5.604 -3.270 1.810
H 4.186 -4.303 1.608
H 4.408 -3.415 3.108
H -1.420 -2.618 -2.038
H -2.693 -3.620 -1.342
H -1.561 -4.311 -2.506
H -0.751 -6.227 -0.455
H 0.802 -7.059 1.540
H 0.796 -5.931 2.905
H 2.176 -5.978 1.820
C 3.218 2.392 2.164
C 2.081 1.535 2.725
C 2.475 0.937 4.071
C 0.821 2.342 2.809
C 0.288 3.062 3.893
C -0.843 3.658 3.371
N -0.945 3.303 2.081
N 0.073 2.508 1.734
B -2.072 3.700 1.111
N -1.507 4.079 -0.261
C -1.372 5.337 -0.706
C -0.902 5.295 -1.999
C -0.765 3.922 -2.263
N -1.131 3.211 -1.202
C -0.291 3.240 -3.515
C -0.311 4.177 -4.724
C 1.105 2.658 -3.327
N -3.129 2.586 1.038
C -4.376 2.646 1.534
C -4.994 1.434 1.303
C -4.009 0.674 0.648
N -2.901 1.384 0.506
C -4.073 -0.736 0.141
C -4.320 -0.758 -1.365
C -5.133 -1.551 0.877
H 4.126 1.802 2.051
H 2.948 2.800 1.194
H 3.429 3.227 2.836
H 1.884 0.711 2.025
H 2.712 1.720 4.793
H 1.669 0.328 4.472
H 3.357 0.310 3.958
H 0.658 3.127 4.900
H -1.582 4.290 3.828
H -2.626 4.678 1.561
H -1.634 6.170 -0.080
H -0.694 6.124 -2.646
H -0.980 2.412 -3.710
H 0.406 4.987 -4.595
H -0.039 3.633 -5.629
H -1.297 4.620 -4.870
H 1.823 3.454 -3.128
H 1.131 1.973 -2.485
H 1.433 2.114 -4.211
H -4.736 3.539 2.012
H -5.992 1.146 1.583
H -3.096 -1.195 0.340
H -5.244 -0.223 -1.599
H -3.504 -0.286 -1.907
H -4.414 -1.781 -1.726
H -6.134 -1.183 0.642
H -5.084 -2.599 0.578
H -4.994 -1.496 1.955
O 3.022 -0.101 -3.818
S 1.999 -1.045 -4.204
O 2.446 -2.398 -4.440
N 0.705 -0.971 -3.253
C -0.392 -0.583 -3.912
O -1.518 -0.470 -3.438
C -0.116 -0.256 -5.367
C -1.011 0.209 -6.314
C -0.537 0.465 -7.594
C 0.800 0.256 -7.911
C 1.694 -0.213 -6.956
C 1.205 -0.456 -5.690
H -2.043 0.370 -6.040
H -1.211 0.836 -8.354
H 1.149 0.464 -8.914
H 2.735 -0.376 -7.192
*
```